Record 1
The following is a DFT calculation (ωB97M-V/def2-TZVPD) of C25H23N8O9RhS as an isolated structure at a distorted geometry.

Max |F| (Eh/bohr): 0.0544
Energy relative to the best compared isomer or geometry (same formula, charge and spin) (eV): 2.4754
Net charge: 0
Spin multiplicity: 1
Gap between HOMO and LUMO (spin up / spin down) (eV): 6.75 / 6.79
Total energy (eV): -70479.576

Positions of all 67 atoms, in Å:
Rh  0.0802  0.0702  0.8498
C  2.1827  -0.0714  -1.5347
N  2.1701  0.0743  -0.0708
C  3.0224  -0.9323  0.5682
C  2.5980  1.4365  0.3011
C  1.5005  2.3661  -0.0712
C  1.6927  3.7162  -0.3340
C  0.6185  4.5095  -0.7090
C  -0.6402  3.9442  -0.8524
C  -0.8411  2.5933  -0.5811
C  0.2319  1.8291  -0.1677
H  3.2003  0.0693  -1.9145
H  1.5300  0.6668  -1.9904
H  1.8402  -1.0643  -1.8133
H  4.0718  -0.7782  0.2927
H  2.7161  -1.9268  0.2492
H  2.9136  -0.8648  1.6468
H  3.5297  1.6986  -0.2128
H  2.7702  1.4631  1.3753
H  2.6875  4.1404  -0.2367
H  0.7695  5.5617  -0.9186
H  -1.4790  4.5513  -1.1698
H  -1.8154  2.1427  -0.7021
N  -7.4791  3.1663  1.0845
C  -6.3920  2.3171  1.1027
C  -6.5708  0.9312  1.0704
C  -5.4794  0.0829  1.0443
C  -4.2005  0.6145  1.0580
C  -4.0000  1.9902  1.1077
C  -5.0894  2.8340  1.1235
S  -2.8203  -0.4555  1.0245
O  -1.8887  -0.0306  2.0995
O  -3.2489  -1.8286  1.0657
N  -2.2069  -0.0635  -0.4114
C  -1.4614  -0.9746  -1.0767
N  -0.5144  -1.6442  -0.3574
C  0.1692  -2.6317  -0.9362
C  -0.0144  -2.9423  -2.2599
C  -0.8950  -2.1155  -2.9609
N  -1.6095  -1.1570  -2.4010
H  -8.3846  2.7892  1.2923
H  -7.3372  4.1295  1.3247
H  -7.5751  0.5213  1.0701
H  -5.6033  -0.9930  1.0176
H  -2.9931  2.3918  1.1542
H  -4.9417  3.9083  1.1641
H  0.8599  -3.1708  -0.2950
H  0.5047  -3.7613  -2.7355
H  -1.0380  -2.2380  -4.0311
O  -0.4502  -1.4160  8.2018
N  -0.5586  -0.2871  7.7622
O  -0.8681  0.6857  8.4219
C  -0.2847  -0.0844  6.3370
C  -0.4311  1.1764  5.7885
C  -0.1163  1.3859  4.4701
C  0.4833  0.3559  3.6702
O  1.1427  0.5627  2.5931
C  0.3719  -0.9579  4.2342
C  0.0356  -1.1640  5.5513
N  0.5798  -2.1376  3.4049
O  0.7630  -2.0016  2.1995
O  0.5558  -3.2212  3.9361
N  -0.4743  2.6928  3.9099
O  -0.8702  3.5445  4.6900
O  -0.3935  2.8604  2.7136
H  -0.7978  1.9933  6.3904
H  0.0108  -2.1640  5.9563

***

Record 2
The following is a DFT calculation (ωB97M-V/def2-TZVPD) of the molecule C25H23NO.

Max |F| (Eh/bohr): 0.0108
SMILES string: Cc1ccc(C)c(NC(=O)[C@@H]2C[C@H]3c4ccccc4[C@@H]2c2ccccc23)c1
Energy relative to the best compared isomer or geometry (same formula, charge and spin) (eV): 0.0000
Net charge: 0
Spin multiplicity: 1
Gap between HOMO and LUMO (eV): 9.12
Total energy (eV): -29837.739

Positions of all 50 atoms, in Å:
C  -5.4019  1.4910  1.6219
C  -4.6095  0.5370  0.7804
C  -5.2366  -0.2757  -0.1566
C  -4.5005  -1.1493  -0.9315
C  -3.1213  -1.2639  -0.8005
C  -2.3477  -2.1695  -1.7024
C  -2.4982  -0.4799  0.1717
N  -1.1039  -0.5202  0.3897
C  -0.3478  -1.6222  0.6174
O  -0.7859  -2.7521  0.6595
C  1.1423  -1.3411  0.8051
C  1.4588  -0.2948  1.8884
C  2.3210  0.8435  1.2889
C  3.5434  0.1879  0.7089
C  4.8526  0.4297  1.0738
C  5.8709  -0.2719  0.4451
C  5.5783  -1.2065  -0.5330
C  4.2632  -1.4533  -0.8987
C  3.2489  -0.7522  -0.2776
C  1.7765  -0.8934  -0.5459
C  1.2680  0.4816  -0.8613
C  0.5690  0.8570  -1.9928
C  0.1417  2.1700  -2.1216
C  0.4131  3.0963  -1.1289
C  1.1234  2.7256  0.0039
C  1.5532  1.4189  0.1340
C  -3.2382  0.4215  0.9299
H  -6.1958  1.9515  1.0379
H  -5.8642  0.9587  2.4537
H  -4.7656  2.2722  2.0307
H  -6.3070  -0.2113  -0.2876
H  -5.0039  -1.7541  -1.6721
H  -2.9635  -2.4972  -2.5361
H  -1.4666  -1.6574  -2.0877
H  -2.0022  -3.0432  -1.1500
H  -0.6692  0.3806  0.5313
H  1.5901  -2.3028  1.0722
H  2.0118  -0.7601  2.7055
H  0.5453  0.1271  2.3132
H  2.5645  1.5911  2.0459
H  5.0806  1.1573  1.8394
H  6.8982  -0.0871  0.7220
H  6.3785  -1.7477  -1.0156
H  4.0339  -2.1842  -1.6605
H  1.5590  -1.6173  -1.3330
H  0.3577  0.1346  -2.7677
H  -0.4064  2.4710  -3.0016
H  0.0744  4.1158  -1.2381
H  1.3416  3.4504  0.7752
H  -2.7242  1.0383  1.6553

***

Record 3
The following is a DFT calculation (ωB97M-V/def2-TZVPD) of C25H23NaO4 as an isolated structure at a distorted geometry.

Max |F| (Eh/bohr): 0.0583
Net charge: 0
Spin multiplicity: 1
Gap between HOMO and LUMO (eV): 4.27
Total energy (eV): -38900.573

Positions of all 53 atoms, in Å:
C  5.7559  0.2392  0.2445
O  4.7387  -0.3627  1.0800
C  3.5313  0.2480  1.2039
C  2.3994  -0.5269  1.3531
C  1.1231  0.0695  1.5347
C  -0.0474  -0.7335  1.4508
C  -1.3743  -0.2181  1.3540
C  -2.4638  -0.9344  1.9392
C  -3.7258  -0.3883  1.9907
C  -3.9852  0.8649  1.3809
O  -5.2366  1.3746  1.5326
C  -5.5057  2.6522  0.8977
C  -2.9493  1.5368  0.6800
C  -1.6718  1.0109  0.6937
C  1.0520  1.4570  1.8304
C  2.1287  2.2978  1.6221
O  2.0273  3.6287  1.8767
C  2.6231  4.6117  0.9804
C  3.4301  1.7197  1.2504
O  4.4242  2.4608  1.0155
H  6.6396  -0.3859  0.3962
H  5.4305  0.2143  -0.8041
H  5.9244  1.2693  0.5707
H  2.4687  -1.6167  1.2793
H  0.0839  -1.8124  1.6434
H  -2.2512  -1.8933  2.4293
H  -4.5326  -0.8655  2.5476
H  -6.5568  2.8535  1.1071
H  -4.8752  3.4434  1.3286
H  -5.3406  2.5965  -0.1894
H  -3.1459  2.5015  0.1992
H  -0.8753  1.5788  0.2096
H  0.1252  1.8968  2.2018
H  2.4861  5.5654  1.4993
H  3.6853  4.3787  0.8363
H  2.0761  4.6124  0.0254
C  1.5645  -2.7435  -3.1087
Na  -1.1365  -3.1462  0.1970
C  1.8819  -1.7729  -2.1265
C  0.6758  -1.2743  -1.6006
C  -0.4093  -1.9998  -2.1800
C  0.1543  -3.0048  -3.0539
C  -0.7008  -3.9768  -3.5923
C  -2.0602  -3.9588  -3.2598
C  -2.5975  -2.9758  -2.4180
C  -1.7903  -1.9399  -1.9430
H  2.2546  -3.1899  -3.8181
H  2.8653  -1.4087  -1.8457
H  0.5544  -0.4186  -0.9536
H  -0.3046  -4.7205  -4.2907
H  -2.7216  -4.7412  -3.6433
H  -3.6656  -2.9791  -2.1792
H  -2.1805  -1.0937  -1.3753

***

Record 4
The following is a DFT calculation (ωB97M-V/def2-TZVPD) of C25H24BN4O3PdS as an isolated structure.

Max |F| (Eh/bohr): 0.0057
Energy relative to the best compared isomer or geometry (same formula, charge and spin) (eV): 0.5211
Net charge: -1
Spin multiplicity: 1
Gap between HOMO and LUMO (eV): 6.13
Total energy (eV): -53413.416

Positions of all 59 atoms, in Å:
Pd  0.6070  0.3401  1.6693
C  1.4435  0.9324  5.8854
C  1.4243  0.8347  4.3934
N  0.5272  0.2053  3.7281
N  -0.4982  -0.4695  4.2829
C  -1.2632  -0.9793  3.3125
O  -1.0863  -0.8809  2.0585
C  -2.4612  -1.7461  3.7647
C  -2.7402  -1.9354  5.1156
C  -3.8584  -2.6567  5.5022
C  -4.7099  -3.1927  4.5449
C  -4.4369  -3.0029  3.1971
C  -3.3176  -2.2832  2.8084
C  2.4369  1.5071  3.5589
C  3.4221  2.3138  4.1174
C  4.3412  2.9454  3.2987
C  4.2623  2.7619  1.9304
C  3.2577  1.9476  1.4321
N  2.3812  1.3294  2.2138
H  0.6282  0.3365  6.2860
H  1.3100  1.9684  6.2057
H  2.3905  0.5696  6.2923
H  -2.0715  -1.5065  5.8484
H  -4.0704  -2.7983  6.5549
H  -5.5854  -3.7533  4.8492
H  -5.1002  -3.4140  2.4463
H  -3.0879  -2.1197  1.7646
H  3.4498  2.4554  5.1881
H  5.1039  3.5825  3.7281
H  4.9499  3.2418  1.2488
H  3.1379  1.7857  0.3701
C  0.6569  -1.6339  -6.8837
C  -0.3762  -0.7790  -6.1367
C  -0.7290  0.4485  -6.9883
C  -1.6447  -1.6150  -5.9621
C  0.2058  -0.3228  -4.7960
C  1.3693  0.4502  -4.7870
C  1.9563  0.9105  -3.6100
C  1.3400  0.5693  -2.4291
O  1.6879  0.8790  -1.1438
B  0.7126  0.2857  -0.3076
O  -0.2172  -0.3910  -1.1303
C  0.1870  -0.1976  -2.4162
C  -0.3980  -0.6527  -3.5784
H  0.2530  -1.9637  -7.8447
H  0.9183  -2.5174  -6.2983
H  1.5739  -1.0761  -7.0763
H  -1.1478  0.1364  -7.9488
H  0.1496  1.0635  -7.1858
H  -1.4651  1.0708  -6.4765
H  -2.0195  -1.9165  -6.9426
H  -2.4326  -1.0488  -5.4627
H  -1.4517  -2.5208  -5.3844
H  1.8387  0.7121  -5.7274
H  2.8538  1.5146  -3.6232
H  -1.3009  -1.2428  -3.5204
S  -1.9476  5.0646  2.0180
C  -1.0158  3.7048  2.0224
N  -0.3433  2.7492  2.0231